Entry 1:
Entry from the OMol25 dataset: the molecule C5H7NO at a distorted geometry (wB97M-V/def2-TZVPD).

Last column: Mulliken charge in e.
Geometry (Å):
1 H 0.11 1.47 -1.54  0.192
2 H -1.54 1.34 0.87  0.381
3 C 1.01 -0.78 0.30  0.428
4 C -1.34 -0.43 -0.52  -0.580
5 C -0.44 -0.71 0.65  -0.083
6 H 2.71 -1.59 0.17  0.279
7 H -0.82 -0.25 -1.66  0.173
8 C -0.86 0.73 0.29  -0.137
9 H -2.39 -0.74 -0.35  0.277
10 C 0.38 1.36 -0.27  -0.518
11 O 1.40 0.38 -0.30  -0.381
12 N 1.77 -1.77 0.51  -0.709
13 H -0.76 -1.25 1.54  0.370
14 H 0.76 2.23 0.30  0.310

E (Ha): -324.63556
Relative energy (zero: lowest compared OMol25 entry of this formula, charge and spin) (kJ/mol): 233.4
Orbital gap (Ha): 0.390
HOMO energy (eV): -9.64
E_LUMO (eV): 0.965
SMILES: [H]/N=C1\OC[C@H]2C[C@@H]12


Entry 2:
Entry from the OMol25 dataset: a structure of composition C5H7NO (wB97M-V/def2-TZVPD).

Last column: Mulliken charge in e.
Geometry (Å):
1 C 0.25 -1.30 -0.49  -0.129
2 H 0.85 1.63 -0.98  0.444
3 H 0.54 -1.38 1.75  0.380
4 H 0.03 -0.34 -2.41  0.297
5 C 0.45 0.71 -0.55  -0.155
6 H 0.41 -2.36 -0.68  0.396
7 O -1.44 1.04 1.13  -0.536
8 C -0.38 -0.27 -1.39  -0.777
9 H -1.46 -0.16 -1.41  0.267
10 N 1.40 -0.43 -0.13  -0.622
11 C 0.34 -0.75 0.89  -0.274
12 C -0.11 0.69 0.88  -0.026
13 H 0.58 1.26 1.52  0.396
14 H -1.46 1.66 1.87  0.339

E (Ha): -324.61640
Relative energy (zero: lowest compared OMol25 entry of this formula, charge and spin) (kJ/mol): 283.7
Orbital gap (Ha): 0.382
HOMO energy (eV): -9.62
E_LUMO (eV): 0.770


Entry 3:
Entry from the OMol25 dataset: a structure of composition C5H7NO at a distorted geometry (wB97M-V/def2-TZVPD).

Last column: Mulliken charge in e.
Geometry (Å):
1 C -1.23 0.77 0.05  -0.339
2 H 1.11 0.87 0.94  0.220
3 H -1.29 0.36 -2.09  0.272
4 C -0.71 0.89 -1.34  -0.247
5 H -2.23 0.55 0.22  0.469
6 C 0.74 -1.30 1.12  -1.367
7 N -0.60 0.94 1.13  -0.574
8 C 0.57 0.18 -1.01  0.169
9 O 1.40 -0.29 -1.74  -0.557
10 H 0.24 -2.11 0.59  0.315
11 H -0.57 1.92 -1.65  0.256
12 H 1.80 -1.51 1.10  0.332
13 C 0.51 0.05 0.52  0.630
14 H 0.41 -1.35 2.15  0.421

E (Ha): -324.57355
Relative energy (zero: lowest compared OMol25 entry of this formula, charge and spin) (kJ/mol): 396.2
Orbital gap (Ha): 0.328
HOMO energy (eV): -8.50
E_LUMO (eV): 0.431


Entry 4:
Entry from the OMol25 dataset: the molecule C5H7NO at a distorted geometry (wB97M-V/def2-TZVPD).

Last column: Mulliken charge in e.
Geometry (Å):
1 H -2.52 -0.63 0.79  0.331
2 H 2.25 1.38 0.29  0.306
3 H -1.42 0.66 1.31  0.302
4 O 1.99 -0.65 -0.28  -0.461
5 H 1.58 0.26 1.61  0.280
6 H -1.99 0.61 -0.36  0.348
7 C -1.67 -0.01 0.48  -1.092
8 N 0.26 1.25 -2.61  -0.428
9 C 0.48 0.67 -1.63  -0.091
10 C -0.48 -0.88 0.10  -0.549
11 C 0.70 -0.07 -0.39  1.084
12 H -0.13 -1.47 0.96  0.356
13 H -0.76 -1.60 -0.68  0.271
14 C 1.71 0.47 0.54  -0.659

E (Ha): -324.66243
Relative energy (zero: lowest compared OMol25 entry of this formula, charge and spin) (kJ/mol): 162.9
Orbital gap (Ha): 0.439
HOMO energy (eV): -11.14
E_LUMO (eV): 0.815
SMILES: CC[C@@]1(C#N)CO1


Entry 5:
Entry from the OMol25 dataset: the molecule C5H7NO (wB97M-V/def2-TZVPD).

Last column: Mulliken charge in e.
Geometry (Å):
1 H 0.73 0.54 -2.17  0.266
2 H 2.18 -0.04 -0.44  0.296
3 C -0.30 -0.10 -0.05  -0.175
4 O -0.34 -0.49 2.47  -0.523
5 H 0.98 -1.13 -2.91  0.261
6 N 1.88 -0.87 -0.95  -0.529
7 H -0.82 -1.23 2.07  0.313
8 H -0.44 1.54 2.53  0.277
9 C 0.45 -1.08 -0.76  -0.031
10 C -0.98 0.73 2.04  -0.221
11 C -0.87 0.78 0.57  -0.111
12 H 0.13 -2.12 -0.68  0.337
13 C 0.97 -0.51 -2.02  -0.422
14 H -2.03 0.76 2.37  0.262

E (Ha): -324.56022
Relative energy (zero: lowest compared OMol25 entry of this formula, charge and spin) (kJ/mol): 431.2
Orbital gap (Ha): 0.371
HOMO energy (eV): -9.26
E_LUMO (eV): 0.842
SMILES: OCC#C[C@H]1CN1


Entry 6:
Entry from the OMol25 dataset: the molecule C5H7NO at a distorted geometry (wB97M-V/def2-TZVPD).

Last column: Mulliken charge in e.
Geometry (Å):
1 H 2.10 0.16 -1.71  0.354
2 O 0.92 1.70 1.12  -0.520
3 C -1.53 -0.18 0.96  -0.397
4 N -1.40 1.17 0.63  -0.321
5 C 0.14 1.13 0.43  0.237
6 C 1.52 -0.56 -1.12  -1.492
7 H -2.23 -0.52 1.71  0.356
8 H -0.24 -1.87 0.57  0.350
9 H -0.42 0.37 -1.45  0.233
10 C 0.21 0.02 -0.61  0.836
11 H -1.88 1.83 1.24  0.279
12 C -0.59 -0.89 0.31  -0.619
13 H 1.27 -1.41 -1.77  0.368
14 H 2.14 -0.93 -0.31  0.336

E (Ha): -324.67142
Relative energy (zero: lowest compared OMol25 entry of this formula, charge and spin) (kJ/mol): 139.3
Orbital gap (Ha): 0.350
HOMO energy (eV): -8.47
E_LUMO (eV): 1.062
SMILES: C[C@H]1C=CNC1=O


Entry 7:
Entry from the OMol25 dataset: the molecule C5H7NO (wB97M-V/def2-TZVPD).

Last column: Mulliken charge in e.
Geometry (Å):
1 H -2.56 1.23 0.79  0.334
2 C -2.15 0.24 0.51  -0.984
3 O 1.82 -1.23 -1.92  -0.566
4 C 1.57 0.71 -0.28  -0.443
5 C 1.36 -0.63 -0.99  0.339
6 H 2.49 0.71 0.30  0.267
7 H 0.34 0.42 1.62  0.346
8 N 0.40 -1.00 -0.05  -0.137
9 H -2.91 -0.21 -0.14  0.321
10 C -0.93 0.63 -0.24  -0.356
11 H 1.49 1.60 -0.90  0.277
12 C 0.31 0.36 0.53  0.033
13 H -0.23 -1.79 0.00  0.211
14 H -2.05 -0.35 1.44  0.358

E (Ha): -324.57538
Relative energy (zero: lowest compared OMol25 entry of this formula, charge and spin) (kJ/mol): 391.4
Orbital gap (Ha): 0.331
HOMO energy (eV): -8.65
E_LUMO (eV): 0.370


Entry 8:
Entry from the OMol25 dataset: a structure of composition C5H7NO at a distorted geometry (wB97M-V/def2-TZVPD).

Last column: Mulliken charge in e.
Geometry (Å):
1 C -0.96 -0.74 -0.40  -0.357
2 H -0.40 -0.11 1.95  0.306
3 H 2.24 0.16 -0.33  0.315
4 O -1.86 -0.12 0.51  -0.527
5 H -1.46 1.52 -1.00  0.408
6 C 1.21 0.01 -0.57  -0.751
7 H 0.63 1.99 0.69  0.359
8 H 1.18 0.03 -1.67  0.290
9 C 0.41 -1.02 0.30  -0.258
10 H -1.38 -1.27 -1.17  0.575
11 H 0.73 -2.09 0.36  0.407
12 C 0.30 0.96 0.32  -0.179
13 C -1.07 0.73 -0.33  -0.071
14 N 0.42 -0.03 1.32  -0.518

E (Ha): -324.59187
Relative energy (zero: lowest compared OMol25 entry of this formula, charge and spin) (kJ/mol): 348.1
Orbital gap (Ha): 0.382
HOMO energy (eV): -9.24
E_LUMO (eV): 1.138